C31H53AuBN6O3 | ωB97M-V/def2-TZVPD

Geometry (Å):
1 Au -1.541 -0.617 0.918
2 C -1.878 0.234 4.251
3 C -0.978 1.461 4.170
4 C -0.235 1.637 5.498
5 C 0.007 1.433 3.027
6 C 1.287 1.992 3.019
7 C 1.857 1.673 1.805
8 C 3.339 1.839 1.555
9 C 3.816 2.559 0.301
10 C 4.025 0.476 1.713
11 N 0.927 1.003 1.072
12 N -0.188 0.836 1.857
13 B 1.082 0.286 -0.312
14 N -0.101 0.524 -1.373
15 N -1.138 -0.373 -1.313
16 C -1.780 -0.385 -2.469
17 C -1.176 0.552 -3.318
18 C -0.129 1.110 -2.602
19 C 0.709 2.245 -3.139
20 C 1.554 2.992 -2.122
21 C 1.558 1.788 -4.328
22 C -2.950 -1.293 -2.737
23 C -3.191 -2.302 -1.619
24 C -2.741 -2.008 -4.074
25 N 1.134 -1.268 -0.054
26 N 0.127 -1.800 0.695
27 C 0.310 -3.110 0.839
28 C 1.484 -3.442 0.177
29 C 1.972 -2.273 -0.399
30 C 3.217 -2.245 -1.266
31 C 3.135 -3.413 -2.259
32 C 3.540 -0.976 -2.045
33 C -0.679 -3.984 1.557
34 C -1.023 -3.435 2.942
35 C -0.171 -5.418 1.650
36 H -2.548 0.337 5.105
37 H -1.285 -0.671 4.403
38 H -2.507 0.097 3.371
39 H -1.605 2.347 4.024
40 H 0.492 0.836 5.646
41 H -0.946 1.606 6.323
42 H 0.290 2.590 5.554
43 H 1.777 2.519 3.819
44 H 3.652 2.457 2.400
45 H 3.790 1.912 -0.573
46 H 4.855 2.860 0.445
47 H 3.234 3.455 0.091
48 H 3.661 -0.231 0.965
49 H 3.832 0.048 2.697
50 H 5.104 0.576 1.586
51 H 2.088 0.667 -0.783
52 H -1.463 0.814 -4.323
53 H -0.037 2.947 -3.526
54 H 2.475 2.455 -1.923
55 H 1.036 3.142 -1.171
56 H 1.824 3.971 -2.518
57 H 2.292 1.044 -4.014
58 H 2.101 2.637 -4.746
59 H 0.949 1.352 -5.118
60 H -3.844 -0.667 -2.823
61 H -2.315 -2.938 -1.468
62 H -4.037 -2.938 -1.875
63 H -3.434 -1.816 -0.669
64 H -1.823 -2.600 -4.053
65 H -2.668 -1.304 -4.903
66 H -3.574 -2.681 -4.279
67 H 1.929 -4.419 0.116
68 H 4.055 -2.446 -0.589
69 H 2.289 -3.276 -2.935
70 H 3.021 -4.377 -1.768
71 H 4.045 -3.451 -2.857
72 H 2.700 -0.675 -2.676
73 H 4.389 -1.182 -2.696
74 H 3.812 -0.139 -1.409
75 H -1.593 -3.986 0.950
76 H -0.124 -3.334 3.554
77 H -1.712 -4.109 3.452
78 H -1.505 -2.455 2.901
79 H 0.770 -5.462 2.203
80 H -0.008 -5.856 0.665
81 H -0.896 -6.038 2.176
82 C -2.233 3.584 -0.382
83 C -3.475 2.742 -0.366
84 C -4.807 3.386 -0.132
85 O -3.548 1.776 -1.282
86 C -3.278 1.803 1.416
87 O -3.201 2.662 2.223
88 O -3.314 0.589 1.260
89 H -2.246 4.170 -1.306
90 H -1.332 2.962 -0.379
91 H -2.203 4.254 0.471
92 H -5.044 3.979 -1.021
93 H -4.777 4.041 0.734
94 H -5.588 2.637 -0.009
95 H -2.670 1.496 -1.595

Its spin multiplicity is 3. The maximum force comes out at 0.46 eV Å⁻¹. As for the total charge: +1. The frontier orbital gap (alpha / beta) comes out at 9.4 / 7.0 eV. The expectation value of S² is 2.006. Its energy above the lowest of the compared OMol25 structures with the same formula, charge and spin is 1.9 kcal per mole.